[1]
Below is a structure of composition C22H22GeKN2OS at a distorted geometry, with properties calculated with ωB97M-V with the def2-TZVPD basis set.

Each line ends with the Mulliken charge.
Cartesian coordinates (Å):
K: 2.58617 -0.12355 -1.22829  0.335
O: 4.85058 -0.41178 -0.80539  -0.869
N: 5.18126 -1.16162 0.23042  0.570
C: 6.15611 -2.09279 0.06130  -0.208
C: 6.53122 -2.95377 1.05368  -0.721
C: 5.87837 -2.86113 2.28835  -0.079
C: 4.90983 -1.90592 2.46574  -0.769
C: 4.53544 -0.99392 1.44736  0.177
S: 3.35856 0.22499 1.67970  -0.410
H: 6.58884 -2.09022 -0.92701  0.388
H: 7.30732 -3.68140 0.85908  0.361
H: 6.13019 -3.53877 3.09492  0.353
H: 4.38051 -1.80637 3.40308  0.343
C: -1.70209 -0.71561 -2.92959  -1.483
Ge: -0.53892 -0.32890 -1.32454  0.992
C: -1.39221 -1.57771 0.01599  0.000
C: -1.15861 -1.38187 1.38539  -0.524
C: -1.68568 -2.23638 2.34833  -0.568
C: -2.45560 -3.33235 1.96793  -0.376
C: -2.68724 -3.56110 0.61740  -0.537
C: -2.16092 -2.69282 -0.33999  -0.084
C: -1.33516 1.44944 -0.68625  -0.337
C: -0.42315 2.43507 -0.38082  0.168
C: -0.79615 3.74275 0.02907  -0.830
C: -2.11174 4.08061 0.12258  -0.785
C: -3.11322 3.11826 -0.17834  0.890
C: -4.49194 3.44845 -0.07742  -0.830
C: -5.45997 2.52322 -0.34476  -0.338
C: -5.09041 1.21382 -0.73711  -0.974
C: -3.77132 0.87207 -0.84930  -0.126
C: -2.72884 1.80590 -0.57242  0.879
H: -2.78566 -0.71425 -2.75132  0.372
H: -1.42207 -1.69319 -3.34008  0.365
H: -1.48369 0.03311 -3.69900  0.338
H: -0.55187 -0.53802 1.70628  0.315
H: -1.49232 -2.05107 3.39920  0.361
H: -2.86373 -4.00229 2.71572  0.344
H: -3.28389 -4.41293 0.30814  0.356
H: -2.37186 -2.88107 -1.39036  0.239
H: 0.63657 2.20925 -0.45736  -0.219
H: -0.03026 4.47084 0.27337  0.373
H: -2.41373 5.08029 0.42291  0.312
H: -4.76327 4.45614 0.22350  0.322
H: -6.50817 2.78981 -0.26244  0.363
H: -5.85806 0.47643 -0.94275  0.398
H: -3.49241 -0.13447 -1.13485  0.100
N: 3.24974 2.69916 -1.90222  -0.573
H: 3.30060 2.20895 -1.01551  0.218
H: 2.65454 3.50507 -1.75884  0.202
H: 4.18827 3.03164 -2.08351  0.203

Atoms 1-3, force components in eV/Å:
K -0.846 0.004 -0.531
O 1.285 -0.458 0.458
N -0.060 0.145 0.062

- Charge: -1
- LUMO: 2.26 eV
- Frontier orbital gap: 5.895 eV

***

[2]
Below is an isolated molecule of C15H22O5S at a distorted geometry, with properties calculated with ωB97M-V with the def2-TZVPD basis set.

Each line ends with the Mulliken charge.
Cartesian coordinates (Å):
C: 4.91069 -0.04657 1.78738  -1.472
C: 4.42353 -1.49780 1.66113  0.727
C: 5.65184 -2.34538 1.97855  -1.434
C: 3.17572 -1.72282 2.58338  -0.729
C: 2.28344 -2.94767 2.44507  -0.812
C: 1.23776 -2.92339 1.23281  -0.566
C: 0.50283 -1.50558 1.06190  -0.347
C: -0.82932 -1.39180 0.42348  -1.058
C: -1.31685 -0.00460 0.10250  0.654
O: -1.89607 0.51687 1.06338  -0.507
O: -1.01316 0.51603 -1.06867  -0.244
S: -1.91974 1.78252 -1.46317  1.454
O: -1.27810 2.21825 -2.75751  -0.654
O: -3.33009 1.30726 -1.48621  -0.612
O: -1.66003 2.90290 -0.28891  -0.258
C: -2.33076 4.05215 -0.64650  -0.008
C: -3.62584 4.32412 -0.10727  -0.228
C: -4.33140 5.38134 -0.72571  -0.305
C: -3.76022 6.24989 -1.64483  -0.358
C: -2.46098 6.08897 -2.10445  -0.598
C: -1.69578 4.94988 -1.63804  -0.115
H: 5.10345 0.21060 2.90292  0.300
H: 4.03563 0.57892 1.55067  0.360
H: 5.71189 0.02499 1.09690  0.447
H: 4.12430 -1.63816 0.63350  0.234
H: 6.34599 -2.44623 1.12394  0.385
H: 6.11502 -1.99782 2.87757  0.345
H: 5.23882 -3.31736 2.23068  0.374
H: 3.53882 -1.68554 3.62086  0.373
H: 2.40654 -0.88007 2.50705  0.273
H: 2.89988 -3.83342 2.23938  0.253
H: 1.70933 -3.11754 3.33798  0.399
H: 0.44033 -3.64686 1.53598  0.308
H: 1.83553 -3.38185 0.42262  0.365
H: 1.26484 -0.89752 0.43817  0.186
H: 0.38320 -1.18689 2.15073  0.261
H: -1.66216 -1.95531 0.96236  0.333
H: -0.79591 -1.85372 -0.48569  0.486
H: -4.18668 3.58306 0.45896  0.369
H: -5.41819 5.40388 -0.48904  0.279
H: -4.33301 7.06988 -2.04549  0.367
H: -2.09804 6.87347 -2.68928  0.434
H: -0.64244 4.94353 -2.03445  0.339

Atoms 1-3, force components in eV/Å:
C -2.448 -0.069 2.059
C -0.296 0.888 0.828
C -1.414 -1.277 -0.493

- SMILES string: CC(C)CCCCCC(=O)OS(=O)(=O)Oc1ccccc1
- Charge: 0
- LUMO: 0.53 eV
- Frontier orbital gap: 9.970 eV

***

[3]
Below is an isolated molecule of C4H6N2 at a distorted geometry, with properties calculated with ωB97M-V with the def2-TZVPD basis set.

Each line ends with the Mulliken charge.
Cartesian coordinates (Å):
C: -2.66094 -0.00051 -0.13138  -0.334
C: 2.03871 0.21256 0.17565  -0.476
C: 1.37750 -1.02637 -0.01718  -0.332
C: 0.65576 0.10504 -0.56648  -0.015
N: -1.54156 -0.50494 0.13804  -0.320
N: -0.38788 -0.02046 0.35792  -0.220
H: -3.52791 -0.57112 -0.01050  0.280
H: -2.72396 0.97732 -0.52652  0.271
H: 2.31812 0.84485 1.12048  0.203
H: 2.82508 0.44692 -0.44579  0.272
H: 1.20610 -1.91862 0.51810  0.322
H: 0.55225 0.31505 -1.61948  0.348

Atoms 1-3, force components in eV/Å:
C 1.274 0.568 -0.348
C -0.970 1.552 2.881
C 0.742 -0.581 0.336

- Charge: 0
- LUMO (spin up / spin down): 0.58 / 0.63 eV
- Frontier orbital gap (spin up / spin down): 8.160 / 8.321 eV

***

[4]
Below is a structure of composition C31H47HfNO4P2 at a distorted geometry, with properties calculated with ωB97M-V with the def2-TZVPD basis set.

Each line ends with the Mulliken charge.
Cartesian coordinates (Å):
Hf: 0.28242 0.18442 0.21635  0.584
C: -0.12952 0.98879 -2.03591  -0.072
C: -0.55723 -0.38703 -1.95892  1.331
C: -2.08590 0.92097 -0.78243  1.220
C: -1.09008 1.79179 -1.31745  1.111
C: -1.73686 -0.42698 -1.13447  0.064
C: 0.98846 1.52487 -2.85879  -1.484
H: 1.45745 0.74091 -3.46091  0.305
H: 1.77002 2.00004 -2.24039  0.252
H: 0.61534 2.29555 -3.54949  0.560
C: -1.13887 3.27494 -1.36132  -1.746
H: -0.66394 3.63728 -2.27764  0.439
H: -0.60574 3.72593 -0.51392  0.277
H: -2.16945 3.65056 -1.34006  0.327
C: -3.37259 1.31935 -0.15542  -1.662
H: -3.76271 2.24288 -0.60412  0.343
H: -3.26377 1.49634 0.92512  0.253
H: -4.11698 0.52860 -0.29250  0.466
C: -2.60875 -1.61375 -0.94007  -1.600
H: -3.58695 -1.46426 -1.42178  0.501
H: -2.79997 -1.81019 0.12592  0.289
H: -2.16538 -2.51269 -1.37750  0.348
C: -0.08582 -1.51724 -2.80683  -1.634
H: -0.75452 -1.66066 -3.67334  0.318
H: -0.07901 -2.46641 -2.25328  0.317
H: 0.91905 -1.33643 -3.20260  0.513
C: 5.89187 -2.16299 0.54819  0.032
C: 6.01420 -2.26511 -0.78638  -0.607
C: 6.18213 -3.56042 -1.52528  -0.998
C: 5.45812 -4.80256 -0.94173  -0.959
C: 4.12621 -4.58428 -0.27943  -0.234
C: 3.96973 -4.43654 1.04315  -0.598
C: 5.08125 -4.15364 2.01276  -0.721
C: 6.24374 -3.26068 1.49509  -1.408
H: 7.25412 -3.81526 -1.61007  0.406
H: 6.14549 -5.29445 -0.23548  0.325
H: 5.83748 -3.40744 -2.55948  0.377
H: 6.99379 -3.90997 1.02224  0.342
H: 5.70859 -1.19533 1.02096  0.847
H: 6.16510 -1.36987 -1.40483  0.636
H: 6.72084 -2.80349 2.38190  0.389
H: 4.64235 -3.68826 2.91077  0.288
H: 2.99506 -4.62080 1.50695  0.888
H: 5.54211 -5.09444 2.36726  0.486
H: 5.31344 -5.50703 -1.78048  0.405
H: 3.25701 -4.72489 -0.92735  0.491
P: 2.76543 -0.27427 0.18151  0.858
P: 0.20960 -1.98440 1.59159  1.084
C: 3.04014 -1.60159 1.43661  0.453
C: 1.89509 -2.12476 2.32653  -1.493
H: 3.88124 -1.29036 2.07448  0.900
H: 3.42617 -2.42123 0.81641  -1.133
H: 2.07783 -3.18656 2.56837  0.692
H: 1.88010 -1.57671 3.28040  0.370
C: -0.93316 -1.96162 2.99966  -1.211
H: -1.95608 -2.09698 2.61906  0.404
H: -0.86723 -0.99754 3.52399  0.288
H: -0.68126 -2.78232 3.68476  0.487
C: -0.12417 -3.60007 0.83191  -1.462
H: 0.32648 -4.40679 1.42948  0.553
H: 0.28090 -3.63657 -0.18836  0.210
H: -1.21362 -3.74983 0.78481  0.424
C: 4.06321 0.92492 0.51029  -1.346
H: 4.02055 1.71325 -0.24999  0.415
H: 5.05528 0.46403 0.49831  0.403
H: 3.88005 1.37779 1.49287  0.507
C: 3.14965 -1.03477 -1.42423  -0.031
H: 2.42214 -1.79752 -1.72436  0.102
H: 4.12765 -1.51365 -1.36325  -0.797
H: 3.19137 -0.26550 -2.20425  0.450
O: -0.03703 1.18023 3.76588  -0.643
C: -0.41738 1.86736 2.82192  0.296
O: -0.15629 1.55830 1.53825  -0.819
C: -1.23754 3.10236 3.02752  0.108
C: -2.04389 3.67582 2.02443  0.168
C: -2.87470 4.75379 2.30564  -0.850
C: -2.90992 5.29063 3.60849  -0.207
C: -2.09468 4.74151 4.62381  -0.571
C: -1.28099 3.64781 4.32920  -0.827
N: -3.85949 6.31318 3.91474  0.926
O: -4.61375 6.70172 2.98766  -0.552
O: -3.91722 6.77388 5.07818  -0.544
H: -2.02334 3.26348 1.01822  0.825
H: -3.51632 5.18160 1.53478  0.515
H: -2.14396 5.17884 5.61523  0.522
H: -0.67611 3.21103 5.11253  0.522

Atoms 1-3, force components in eV/Å:
Hf -3.008 2.923 -0.676
C -0.780 -0.803 0.324
C -0.412 0.794 -0.015

- Charge: +2
- LUMO: -7.54 eV
- Frontier orbital gap: 6.547 eV

***

Computed energy relative to the best compared isomer or geometry (same formula, charge and spin), in the same sequence as the records: 4.3 168.2 653.4 0.0 kJ/mol.